No. 1
C3H6N4Si | ωB97M-V with the def2-TZVPD basis set

Results
Energy relative to the best compared isomer or geometry (same formula, charge and spin) = 0.122 eV
Total charge = 0
M = 126.19 g/mol
HOMO = -9.27 eV
Total energy = -17043.757 eV
Orbital gap = 9.58 eV

Each line ends with the Mulliken charge.
Positions of all 14 atoms, in Å:
C -0.2689 0.4344 1.1278  -0.313
H 0.7092 0.3276 -3.5141  -0.091
C -0.0085 -0.5820 0.1495  0.646
Si 0.0933 0.9945 -2.1583  0.196
C -0.1310 -0.0290 2.4345  -0.316
H -0.4220 0.5492 3.2710  0.429
N 0.0924 -2.1877 1.7849  -0.442
N 0.0359 -1.3124 2.7557  -0.264
H -0.1505 1.4559 0.7272  0.252
H -0.0825 -1.2766 -1.8114  0.344
N 0.0564 -1.9064 0.5770  -0.078
H -1.0464 1.9649 -2.4727  -0.068
H 1.2064 1.9903 -1.6673  -0.074
N -0.0839 -0.4227 -1.2038  -0.221

No. 2
C3H6N5 | ωB97M-V with the def2-TZVPD basis set

Results
Energy relative to the best compared isomer or geometry (same formula, charge and spin) = 4.850 eV
Total charge = +1
M = 112.12 g/mol
HOMO = -12.98 eV
Total energy = -10647.437 eV
Orbital gap = 7.91 eV

Each line ends with the Mulliken charge.
Positions of all 14 atoms, in Å:
C -1.2293 -0.7594 0.5610  -0.466
C -0.6686 1.3427 0.0088  0.588
N -0.1313 -1.3292 -0.1769  -0.295
H -2.4992 2.2174 0.3017  0.306
N -2.4300 -1.1727 0.2181  0.519
H 1.3560 1.6329 -0.2855  0.317
N -3.4002 -1.3091 -0.3217  -0.339
N -1.5387 2.1561 -0.0962  -0.398
H 1.9459 -0.7671 -0.8051  0.318
C 0.9945 -0.5245 -0.1699  -0.493
H -0.3837 -1.4007 -1.1627  0.330
H -1.0197 -0.6615 1.5492  0.460
H 1.4015 -0.3773 0.8875  0.366
N 0.5326 0.9117 -0.2474  -0.214

No. 3
C3H6N5O2 | ωB97M-V with the def2-TZVPD basis set

Results
Energy relative to the best compared isomer or geometry (same formula, charge and spin) = 0.136 eV
Total charge = -1
M = 144.11 g/mol
HOMO = -4.33 eV
Total energy = -14749.644 eV
Orbital gap = 8.31 eV

Each line ends with the Mulliken charge.
Positions of all 16 atoms, in Å:
C 0.2312 -0.5670 -0.1454  -1.100
N 0.9942 1.9709 0.2431  -0.458
C 0.2042 0.0409 1.2485  -0.598
N -0.0607 -0.0980 -2.4205  -0.892
H -1.3907 0.5362 -0.8569  0.471
N 0.4161 1.6548 -0.9277  0.150
H 0.7483 -0.5000 2.0808  0.265
C -0.3390 0.4167 -1.1138  0.324
H 0.6789 1.9715 -1.8436  0.324
O -0.7865 -1.1690 -4.0733  -0.757
N 1.0192 1.2742 1.2696  -0.365
N -0.8999 -0.9244 -2.8737  1.086
H -0.6928 0.4169 1.6130  0.430
O -1.8310 -1.4206 -2.2246  -0.724
H -0.3195 -1.4218 -0.1443  0.424
H 1.2246 -0.7132 -0.3270  0.419

No. 4
C3H6N5S | ωB97M-V with the def2-TZVPD basis set

Results
Energy relative to the best compared isomer or geometry (same formula, charge and spin) = 0.000 eV
Total charge = -1
M = 144.18 g/mol
HOMO = -3.54 eV
Total energy = -21493.541 eV
Orbital gap = 7.16 eV

Each line ends with the Mulliken charge.
Positions of all 15 atoms, in Å:
H 1.0629 -0.4602 0.9104  0.241
H -1.3371 -1.2269 -0.3395  0.243
H 0.4411 0.7005 -1.7224  0.320
S 2.5826 1.2414 1.6473  -0.590
C 1.7438 2.4234 0.8045  0.313
H -1.3841 0.2349 0.8109  0.280
H -0.8993 -1.1450 1.5603  0.303
N 1.6461 3.7227 0.9012  -0.390
N 0.9432 2.0761 -0.3006  0.748
H 2.1157 0.3849 -0.9151  0.363
C -0.8824 -0.6751 0.5320  -0.779
N 0.4979 -0.5455 0.1117  -0.241
C 0.9852 0.5993 -0.7043  -0.869
N 0.7987 4.1430 -0.0052  -0.403
N 0.3547 3.1601 -0.7314  -0.537

Which formula does entry 1 have?
C3H6N4Si